This record from the Open Molecules 2025 dataset describes a structure of composition C22H20F6N5SSbSe4Sn. The level of theory is ωB97M-V/def2-TZVPD.

XYZ file:
```
60
Properties=species:S:1:pos:R:3:forces:R:3:nbo_charge:R:1
Sb 0.18337 -1.46454 4.19312 0.16 -0.26 0.30 3.19
Sn -0.95727 -1.24287 0.78361 -0.04 0.05 0.01 1.48
Se 2.02649 -5.22932 0.68489 0.02 0.04 -0.09 0.06
Se -0.30196 -5.63708 0.95855 0.00 -0.11 0.21 0.25
Se 2.05983 -2.94336 0.54263 -0.02 0.09 0.12 0.15
Se -1.42964 -4.26318 -0.33202 0.01 -0.05 -0.24 -0.20
S 2.19112 -2.69281 -1.66166 0.08 -0.05 -0.11 0.04
F 1.28445 -0.90821 2.72449 -0.01 0.01 -0.03 -0.70
F -0.22420 -2.95915 3.07397 -0.06 0.03 0.03 -0.69
F -1.21381 -0.50632 3.21464 -0.10 0.08 -0.13 -0.72
F 0.54790 0.11866 5.12274 0.00 0.05 -0.12 -0.66
F -1.07485 -2.03123 5.44574 -0.05 0.03 -0.04 -0.65
F 1.60449 -2.38891 4.97501 0.01 0.03 -0.06 -0.66
N 1.75889 1.46621 -1.12153 -0.23 0.18 0.03 -0.51
N -4.26033 -0.04386 -1.94557 0.02 -0.02 0.05 -0.50
N -2.91506 -0.40592 -0.23775 0.09 0.19 0.11 -0.65
N -0.76375 -1.13346 -1.74959 0.04 -0.03 -0.06 -0.71
N 0.17742 0.67570 0.20315 0.04 0.04 0.05 -0.67
C 4.95435 0.85490 -2.43498 0.02 0.02 0.05 -0.19
C 2.00705 2.01502 0.13364 0.07 -0.03 -0.12 0.16
C 4.21195 0.25776 -3.44723 0.00 0.01 -0.03 -0.22
C -6.47895 1.47401 0.61082 0.00 -0.01 0.00 -0.19
C -0.03303 0.06621 -2.18010 -0.05 0.03 -0.04 -0.28
C 2.93171 3.23426 1.91502 0.01 0.01 0.03 -0.19
C -4.05637 0.23535 0.24303 0.01 -0.01 0.05 0.15
C -4.91656 0.46823 -0.82742 -0.05 0.00 -0.09 0.09
C -2.08267 -1.27641 -2.37406 0.03 0.00 0.01 -0.27
C 1.90800 2.76393 2.75492 0.02 0.01 -0.01 -0.20
C 3.40760 -0.83701 -3.17071 -0.01 0.04 -0.02 -0.27
C 3.33673 -1.34018 -1.87134 -0.11 -0.02 0.01 -0.17
C 4.88880 0.34136 -1.14902 0.01 -0.04 0.03 -0.19
C 3.00275 2.87372 0.58596 -0.05 0.00 0.02 -0.25
C 4.07797 -0.74939 -0.85847 0.08 -0.02 0.01 -0.25
C 0.66213 0.70487 -1.02485 0.03 -0.04 0.02 0.43
C -6.14798 1.09437 -0.67403 0.03 0.00 0.04 -0.22
C -4.39765 0.62217 1.53680 -0.02 0.03 0.01 -0.21
C 0.92982 1.90812 2.29855 0.02 -0.02 0.00 -0.17
C -5.61932 1.24091 1.69772 -0.01 0.01 0.00 -0.20
C -3.08440 -0.55144 -1.52993 0.00 -0.09 0.00 0.41
C 1.00356 1.52173 0.96257 -0.07 -0.06 0.03 0.07
H 0.15269 1.54684 2.95562 -0.01 -0.01 -0.01 0.25
H -2.33880 -2.33801 -2.39766 -0.02 0.00 0.00 0.25
H 3.67824 3.90220 2.32272 0.00 0.00 0.00 0.23
H 4.27118 0.63577 -4.45954 0.00 -0.01 -0.01 0.23
H -3.74038 0.44287 2.37854 0.02 -0.02 -0.02 0.24
H -7.42706 1.96254 0.78821 0.00 0.00 0.00 0.23
H 2.84480 -1.30686 -3.96977 0.00 -0.02 0.01 0.23
H 3.77952 3.24638 -0.06741 0.00 0.00 -0.01 0.23
H 4.03979 -1.12051 0.15632 -0.02 -0.03 0.01 0.24
H -5.92779 1.55426 2.68544 0.00 0.00 0.00 0.23
H 0.66836 -0.15247 -2.98903 0.02 -0.01 0.05 0.24
H -0.18652 -1.95043 -1.93960 0.00 -0.02 0.00 0.44
H 5.59173 1.70161 -2.65115 0.00 0.00 -0.02 0.22
H 1.89251 3.07599 3.78995 -0.01 0.00 0.00 0.24
H -2.09878 -0.91977 -3.40811 -0.01 0.02 0.01 0.22
H -0.75561 0.79358 -2.56143 0.02 0.02 -0.01 0.23
H 2.31173 1.59488 -1.95565 0.09 -0.05 -0.01 0.45
H 5.46938 0.78756 -0.35219 0.00 0.01 0.00 0.23
H -6.81255 1.27344 -1.50786 0.00 0.00 0.00 0.23
H -4.61104 -0.06267 -2.88873 0.00 0.01 0.00 0.44
```
Forces are in eV/Å.

Results
* total charge: +1
* HOMO-LUMO gap (alpha / beta): 7.751 / 6.045 eV
* F_max: 0.4 eV/A
* energy: -12181.86263 Ha
* multiplicity: 2

=====

This record from the Open Molecules 2025 dataset describes the ion C6H6N5O2 with charge -1 in a non-equilibrium geometry. The level of theory is ωB97M-V/def2-TZVPD.

XYZ file:
```
19
Properties=species:S:1:pos:R:3:forces:R:3:nbo_charge:R:1
O -2.00357 -2.37287 1.58941 -0.94 -0.77 2.71 -0.64
O -2.21795 -1.45742 -0.39253 0.62 -0.13 -0.58 -0.51
N -3.01378 0.38531 -1.30479 0.29 -0.77 -0.48 -0.71
N -0.24691 1.21951 -0.07930 -0.91 -0.75 0.82 -0.22
N -1.32743 0.54918 0.39124 1.00 1.50 -0.96 -0.08
N 1.80632 -1.82359 -1.20241 1.01 0.37 -1.60 -0.77
N -1.50818 0.63496 1.69664 -1.03 -0.67 -0.33 -0.20
C 0.29262 1.69881 1.03166 1.57 0.32 -1.02 -0.11
C -0.04131 -1.99579 0.32724 2.29 0.22 0.40 -0.61
C -1.34647 -1.96876 0.69558 -0.10 -0.79 -2.27 0.70
C -0.49713 1.34105 2.12354 0.98 0.88 1.21 -0.11
C -2.16220 -0.17680 -0.55525 -2.25 0.51 0.80 0.71
C 0.53161 -1.74494 -0.97881 -0.29 -1.04 -0.61 0.11
H -3.09344 1.34794 -1.11297 0.36 1.48 0.00 0.33
H 0.60948 -2.20667 1.19705 -0.02 -0.02 -0.87 0.21
H -0.34386 1.62289 3.18174 -0.33 -0.45 -0.86 0.21
H -0.20106 -1.69463 -1.83901 0.57 0.33 0.85 0.15
H 2.15974 -1.73758 -2.23827 -1.65 -0.08 2.39 0.31
H 1.30466 2.15199 0.93346 -1.19 -0.13 0.41 0.21
```
Forces are in eV/Å.

Results
* total charge: -1
* HOMO-LUMO gap: 7.207 eV
* F_max: 3.0 eV/A
* energy: -656.47608 Ha

=====

This record from the Open Molecules 2025 dataset describes a structure of composition C10H14B5Ca3F20O9 in a non-equilibrium geometry. The level of theory is ωB97M-V/def2-TZVPD.

XYZ file:
```
61
Properties=species:S:1:pos:R:3:forces:R:3:nbo_charge:R:1
Ca -2.47150 -1.04016 1.71954 0.31 -0.12 -0.10 1.03
Ca 2.11105 -1.12126 4.46071 -0.41 1.55 -1.11 1.93
Ca 0.03512 3.32847 2.98462 1.18 0.54 -0.87 1.89
F -2.08685 4.80405 0.82350 0.20 0.31 0.08 -0.56
F 2.64788 2.62219 5.62356 -1.37 -1.26 1.81 -0.54
F -1.02060 2.05608 4.27968 -0.42 0.58 0.62 -0.58
F 2.92443 1.00469 3.83041 -0.12 -1.25 1.03 -0.62
F -3.63577 3.57194 1.92984 -2.59 -0.13 0.56 -0.52
F 0.94057 1.65030 2.00558 -0.09 1.59 1.12 -0.61
F 1.21150 -2.87547 3.58522 2.35 0.98 -0.48 -0.62
F 1.43475 0.52978 0.20117 -0.07 -0.69 -0.14 -0.54
F -1.71299 2.73982 1.48739 2.92 -3.19 -0.19 -0.56
F -1.85184 4.36095 2.99163 1.01 1.35 2.89 -0.58
F -0.48446 0.12817 1.31675 -3.27 -0.84 -0.96 -0.58
F -0.77798 -2.50952 2.34055 0.66 1.04 -0.74 -0.63
F 2.23718 3.08023 3.57294 -3.02 2.83 -3.10 -0.58
F -1.27148 -0.05659 3.52414 -1.36 -0.65 -1.32 -0.60
F 0.44602 0.38641 4.72019 3.08 -0.11 0.57 -0.61
F -0.65697 -3.72354 4.14518 -0.95 -0.44 1.77 -0.55
F 1.43334 -0.47805 2.18507 1.90 -3.09 2.85 -0.58
F -1.50770 0.31088 5.69045 -0.84 0.38 1.14 -0.52
F 4.31643 2.75294 4.27871 0.85 -0.27 -0.82 -0.55
F 0.17706 -4.54325 2.28156 1.24 -0.10 -0.62 -0.53
O -1.79363 2.05807 -2.49941 -2.96 -1.24 -1.34 -0.50
O -0.61767 3.66012 -3.36528 1.46 0.89 0.63 -0.51
O 0.02796 2.52610 -1.42727 0.37 1.20 -1.05 -0.57
O 3.54417 -3.19458 0.16212 0.52 1.91 1.73 -0.49
O -1.37166 -2.03623 -0.31835 -0.27 -0.17 -1.32 -0.66
O -1.99712 -2.56984 -2.55299 -0.02 -0.02 2.91 -0.49
O 2.50240 -4.80827 -0.79758 1.17 -2.36 -0.76 -0.50
O 4.74624 -4.96580 -0.38103 -0.60 -0.20 -0.10 -0.58
O -0.07892 -1.57342 -2.15742 0.14 0.83 1.90 -0.49
C -0.09652 -1.74656 -3.56672 1.00 -1.69 -0.34 -0.09
C -0.67571 2.33019 -5.33069 -1.33 0.64 0.83 -0.64
C -2.62397 2.66368 -3.57050 1.69 -0.51 0.20 -0.10
C -1.19581 -2.05000 -1.50360 0.76 -0.05 -3.82 1.04
C -1.50613 -2.12166 -3.78624 -1.48 1.33 -1.69 -0.10
C 3.70061 -4.39094 -0.33293 -0.13 -1.01 -0.64 0.98
C -0.69579 2.75835 -2.35600 0.47 -0.22 1.00 0.97
C -1.48385 3.27239 -4.42993 -0.88 -0.18 1.30 0.07
C 2.26539 -2.67662 -0.08210 -2.33 0.18 -0.28 -0.11
C 1.44502 -3.95840 -0.48659 0.00 0.76 -0.38 -0.11
B 3.00187 2.35751 4.34472 3.87 -0.47 1.80 1.33
B 0.05461 -3.41919 3.03113 -3.33 -1.77 0.41 1.35
B 0.79743 0.39883 1.42988 1.94 2.20 -3.65 1.33
B -2.35040 3.85464 1.83325 -2.32 2.35 -3.33 1.27
B -0.88303 0.71607 4.57775 -1.22 -1.45 0.89 1.35
H 2.38773 -1.84197 -0.77239 -0.38 -0.38 -0.53 0.21
H -1.92585 4.15531 -4.89166 0.70 0.13 -0.34 0.20
H -3.23669 3.39839 -3.04812 -0.06 0.13 -0.44 0.21
H 0.77343 -3.95428 -1.34510 0.40 0.75 -0.41 0.18
H -1.75368 -2.76449 -4.63098 0.43 -0.79 0.54 0.22
H -2.03732 -1.22030 -4.09200 -0.40 0.36 0.46 0.17
H 0.57771 -2.55526 -3.84873 0.13 -0.44 0.52 0.19
H -1.33629 2.15528 -6.17990 0.73 -0.26 -0.48 0.22
H 0.29329 -0.95714 -4.20934 -0.43 0.83 0.85 0.21
H 1.73002 -2.23075 0.75616 0.80 -0.15 0.51 0.20
H -0.49226 1.41269 -4.77155 -0.07 -0.15 -0.13 0.21
H -3.21963 1.95257 -4.14287 0.08 -0.33 0.54 0.20
H 0.79647 -4.42211 0.25669 0.57 0.41 0.65 0.22
H 0.29009 2.80874 -5.49293 -0.23 -0.07 -0.63 0.24
```
Forces are in eV/Å.

Results
* total charge: 0
* HOMO-LUMO gap (alpha / beta): 2.374 / 8.717 eV
* F_max: 5.2 eV/A
* energy: -5222.41498 Ha
* multiplicity: 2